This record from the Open Molecules 2025 dataset describes 3 unconnected molecules or ions with the total composition C4H16NO2. The level of theory is ωB97M-V with the def2-TZVPD basis set.

The calculation puts the total energy at -366.4199 Eh. For the frontier orbital gap (alpha / beta), the calculation gives 13.487 / 3.648 eV. The value obtained for the HOMO energy (alpha / beta) is -0.7498 / -0.7036 Eh. Its energy above the lowest of the compared OMol25 structures with the same formula, charge and spin is 41.6 kcal/mol. As for the LUMO energy (alpha / beta): -0.25420 / -0.56950 Ha. The multiplicity is 2. As for the total charge: +2.

XYZ file:
```
23
C4H16NO2, DFT ωB97M-V with the def2-TZVPD basis set
C -1.883 0.333 -1.776
C -0.394 0.496 -1.278
N -0.418 0.355 0.223
C -1.366 1.158 1.087
C 0.493 -0.499 -1.985
H -1.948 -0.626 -2.289
H -2.006 1.176 -2.489
H -2.684 0.404 -1.053
H 0.033 1.478 -1.524
H -0.542 -0.635 0.486
H 0.551 0.559 0.529
H -2.236 0.521 1.266
H -0.912 1.306 2.060
H -1.774 2.025 0.584
H 1.462 -0.374 -1.466
H 0.808 -0.274 -3.013
H 0.157 -1.537 -1.988
H 1.093 -2.088 1.917
H 1.370 -2.388 0.318
O 0.806 -1.981 0.996
H 2.389 -0.135 2.739
H 2.853 1.007 1.824
O 2.061 0.472 2.050
```